# 1
{"formula": "C38H47N3O2PtSe", "method": "the ωB97M-V functional and the def2-TZVPD basis", "homo_lumo_gap_ev": [3.87, 3.87], "lumo_energy_ev": [-9.10, -9.11], "homo_energy_ev": [-12.98, -12.97], "total_charge": 2, "species": ["Pt", "C", "C", "C", "C", "C", "C", "C", "Se", "C", "C", "C", "C", "C", "C", "O", "C", "C", "C", "C", "C", "C", "C", "C", "C", "O", "C", "C", "C", "C", "C", "C", "H", "H", "H", "H", "H", "H", "H", "H", "H", "H", "H", "H", "H", "H", "H", "H", "H", "H", "H", "H", "H", "H", "H", "H", "H", "H", "H", "H", "H", "H", "H", "H", "H", "H", "H", "H", "H", "H", "H", "H", "N", "C", "C", "C", "C", "C", "C", "C", "N", "C", "C", "N", "C", "H", "H", "H", "H", "H", "H", "H"], "coordinates": [[-1.0826, -0.7723, -0.2790], [-0.2375, 5.3559, -4.2015], [-1.3492, 4.4316, -4.7257], [-2.5627, 5.2883, -5.0879], [-0.8614, 3.7084, -5.9909], [-1.6684, 3.4000, -3.6567], [-0.6581, 2.5426, -3.1925], [-0.9814, 1.6289, -2.2261], [0.3963, 0.5778, -1.3991], [0.7639, 2.0141, -0.1404], [1.6331, 2.9574, -0.5648], [1.8311, 4.1577, 0.1764], [1.1269, 4.3534, 1.3823], [0.2501, 3.4467, 1.9016], [0.0364, 2.1633, 1.1552], [-0.6751, 1.2814, 1.5892], [-0.5180, 3.6844, 3.1821], [-0.1388, 2.6108, 4.2244], [-2.0317, 3.6327, 2.8825], [-0.1940, 5.0575, 3.7744], [2.7611, 5.2314, -0.3214], [3.8243, 5.5002, 0.7671], [3.4638, 4.8801, -1.6310], [1.9142, 6.5094, -0.5362], [-2.2583, 1.4734, -1.6569], [-2.4358, 0.5809, -0.7144], [-3.3038, 2.3249, -2.1287], [-2.9440, 3.2502, -3.0975], [-4.7561, 2.3243, -1.6402], [-5.6913, 2.1945, -2.8546], [-5.1125, 1.1929, -0.6704], [-5.0192, 3.6619, -0.9294], [-0.0069, 6.1198, -4.9444], [0.6840, 4.8039, -4.0022], [-0.5494, 5.8585, -3.2833], [-2.2748, 6.0143, -5.8475], [-2.9419, 5.8450, -4.2287], [-3.3738, 4.6874, -5.5023], [-0.6370, 4.4367, -6.7705], [-1.6245, 3.0283, -6.3714], [0.0464, 3.1311, -5.8064], [0.3491, 2.5841, -3.5895], [2.1769, 2.8371, -1.4925], [1.2952, 5.2796, 1.9101], [-0.4114, 1.6098, 3.9044], [-0.6754, 2.8328, 5.1472], [0.9294, 2.6424, 4.4453], [-2.3542, 2.6516, 2.5442], [-2.3060, 4.3797, 2.1343], [-2.5676, 3.8719, 3.8012], [0.8589, 5.1494, 4.0472], [-0.7762, 5.1895, 4.6854], [-0.4631, 5.8709, 3.0978], [4.4283, 4.6119, 0.9546], [3.3883, 5.8360, 1.7065], [4.4830, 6.2892, 0.4042], [4.0947, 3.9943, -1.5361], [4.1127, 5.7083, -1.9118], [2.7562, 4.7348, -2.4501], [1.4434, 6.8593, 0.3810], [1.1443, 6.3467, -1.2918], [2.5824, 7.2940, -0.8919], [-3.7231, 3.9057, -3.4552], [-5.5205, 1.2536, -3.3802], [-5.5751, 3.0091, -3.5687], [-6.7263, 2.2074, -2.5129], [-4.9299, 0.2107, -1.1051], [-6.1768, 1.2640, -0.4444], [-4.5653, 1.2671, 0.2678], [-4.8672, 4.5144, -1.5927], [-4.3619, 3.7802, -0.0648], [-6.0502, 3.6938, -0.5761], [1.1744, -9.2720, 5.6909], [1.1142, -8.4102, 4.9356], [1.0348, -7.3285, 3.9909], [-0.0153, -6.4182, 4.0632], [-0.0938, -5.3770, 3.1574], [0.8810, -5.2423, 2.1793], [1.9290, -6.1458, 2.0989], [2.0047, -7.1893, 3.0043], [0.8065, -4.1577, 1.2329], [1.6184, -3.9706, 0.1342], [1.2000, -2.8373, -0.4759], [0.1435, -2.3187, 0.2420], [-0.0670, -3.1409, 1.2599], [-0.7725, -6.5308, 4.8261], [-0.9287, -4.6952, 3.2280], [2.6995, -6.0549, 1.3483], [2.8199, -7.8966, 2.9472], [2.4039, -4.6497, -0.1357], [1.5749, -2.3752, -1.3712], [-0.8122, -3.0018, 2.0225]], "atomic_forces_ev_per_a": [[-0.18, -0.40, 0.25], [0.00, 0.01, -0.05], [0.07, 0.02, -0.08], [0.01, -0.01, 0.00], [0.01, 0.04, -0.01], [0.53, -0.41, 0.27], [-0.38, 0.75, -0.51], [-0.30, -0.19, 0.31], [0.21, 0.38, -0.09], [0.27, -0.09, -0.45], [-0.12, -0.40, -0.19], [0.20, 0.24, -0.12], [-0.21, 0.01, 0.35], [-0.02, 0.39, 0.26], [-0.40, -0.42, 0.10], [0.37, 0.42, -0.18], [0.07, 0.07, -0.07], [0.01, 0.00, 0.02], [-0.02, 0.01, -0.04], [-0.01, 0.01, 0.01], [-0.11, -0.10, 0.08], [0.01, -0.02, 0.02], [-0.01, -0.05, -0.01], [-0.03, 0.00, -0.01], [-0.10, 0.70, -0.51], [-0.14, -0.68, 0.58], [0.45, -0.31, 0.15], [0.11, -0.05, -0.01], [-0.04, 0.01, 0.05], [0.00, 0.00, 0.01], [0.01, 0.01, -0.01], [-0.02, -0.01, -0.01], [0.01, 0.01, -0.01], [0.00, -0.01, 0.01], [-0.02, 0.01, 0.01], [0.00, 0.01, -0.01], [0.00, 0.00, 0.00], [0.00, 0.00, 0.00], [0.01, 0.01, -0.02], [-0.01, 0.01, 0.01], [-0.01, 0.00, 0.01], [-0.01, 0.05, -0.08], [-0.04, -0.06, 0.02], [-0.03, -0.03, 0.01], [0.00, -0.01, 0.01], [0.01, 0.00, -0.01], [0.00, -0.01, 0.00], [-0.01, 0.00, 0.00], [-0.01, -0.01, 0.01], [0.00, 0.00, -0.01], [0.00, 0.01, 0.00], [0.01, -0.01, -0.01], [0.00, 0.00, 0.00], [0.01, 0.01, 0.02], [0.00, 0.00, 0.01], [0.00, -0.01, 0.01], [0.00, 0.00, -0.01], [0.00, 0.00, 0.00], [0.00, 0.00, 0.00], [0.00, 0.01, 0.00], [0.00, 0.02, 0.00], [-0.01, 0.00, 0.00], [0.00, 0.02, -0.01], [0.01, 0.00, 0.00], [0.00, 0.00, 0.01], [-0.02, 0.00, 0.00], [0.00, 0.00, 0.00], [-0.01, 0.00, 0.01], [0.01, 0.00, 0.00], [0.00, 0.00, 0.00], [0.01, -0.01, 0.01], [-0.02, 0.01, 0.01], [0.00, -0.01, 0.02], [-0.01, 0.03, -0.04], [0.00, -0.01, 0.02], [0.01, -0.01, 0.01], [-0.04, 0.01, -0.02], [0.01, 0.00, -0.01], [0.04, 0.02, 0.00], [0.00, -0.01, 0.01], [0.04, -0.06, 0.01], [-0.02, -0.05, 0.01], [-0.02, 0.02, 0.04], [-0.17, 0.04, -0.17], [0.07, 0.11, 0.07], [0.00, 0.00, 0.00], [-0.01, -0.01, -0.01], [0.01, 0.00, 0.01], [0.00, 0.00, 0.00], [0.00, -0.01, 0.00], [-0.02, -0.01, -0.02], [-0.01, 0.00, -0.01]], "mulliken_charge": [0.8998, -1.7017, 1.9034, -2.1489, -1.7029, -0.6557, -0.6357, 0.1826, -0.0820, -0.5763, -0.3388, -0.0823, -0.5173, -0.0205, 1.1280, -0.5904, 1.9571, -1.6832, -1.7768, -2.1189, 1.7509, -1.6231, -1.8941, -1.4044, 1.6201, -1.1931, -0.4686, 0.0557, 1.8990, -1.6535, -1.9309, -1.3764, 0.5237, 0.2685, 0.3778, 0.4411, 0.4127, 0.4534, 0.4564, 0.4065, 0.3015, 0.5442, 0.6785, 0.6557, 0.3442, 0.4740, 0.3820, 0.4233, 0.3919, 0.5331, 0.4250, 0.4545, 0.4171, 0.3991, 0.3347, 0.4748, 0.4263, 0.4562, 0.2532, 0.3662, 0.2276, 0.4903, 0.4593, 0.3766, 0.3092, 0.4771, 0.3958, 0.5255, 0.2419, 0.3174, 0.1699, 0.4606, -0.4017, -0.0275, 0.3428, -1.1565, -0.4603, 2.1142, -0.4251, -1.0949, 0.3517, -0.1445, -0.7379, -0.8064, 0.0583, 0.4568, 0.2361, 0.2810, 0.4610, 0.3863, 0.4574, 0.3610]}

---

# 2
{"formula": "C7H12O", "method": "the ωB97M-V functional and the def2-TZVPD basis", "homo_lumo_gap_ev": 10.26, "lumo_energy_ev": 0.94, "homo_energy_ev": -9.32, "smiles": "C/C=C/CCCC=O", "species": ["C", "C", "C", "C", "C", "C", "C", "O", "H", "H", "H", "H", "H", "H", "H", "H", "H", "H", "H", "H"], "coordinates": [[-3.2380, -0.8904, 0.3195], [-2.0246, -0.0146, 0.2329], [-0.9035, -0.1157, 0.9338], [0.3052, 0.7585, 0.6221], [0.8519, 0.7154, -0.7989], [2.3801, 0.4815, -0.9005], [2.7587, -0.7915, -0.1889], [3.0356, -0.8760, 0.9789], [-4.1173, -0.2374, 0.4269], [-3.3273, -1.5898, -0.5003], [-3.3361, -1.3692, 1.3012], [-2.0184, 0.6503, -0.6152], [-0.7009, -0.8976, 1.6580], [0.0805, 1.7954, 0.9029], [0.9945, 0.5872, 1.4426], [0.2903, 0.0761, -1.4729], [0.7731, 1.7362, -1.1896], [2.9080, 1.3085, -0.4207], [2.6793, 0.3859, -1.9378], [2.6090, -1.7127, -0.7940]], "atomic_forces_ev_per_a": [[-0.57, 0.98, 1.65], [0.19, -1.04, -0.15], [0.59, 0.25, -0.77], [-0.76, 0.43, 1.46], [0.87, 1.08, -0.12], [0.19, -0.52, 0.69], [-0.78, -0.15, -0.09], [0.29, 0.09, -0.07], [-0.04, -0.10, -0.89], [-0.18, -0.09, -0.13], [0.66, -0.57, -0.30], [-0.10, 0.56, -0.08], [-0.53, 0.05, 0.22], [-0.47, 0.05, -0.51], [0.85, -0.64, -0.46], [-0.06, -0.29, 0.15], [-0.37, -0.23, -0.26], [-0.04, 0.00, -0.09], [0.04, 0.18, -0.27], [0.21, -0.03, 0.03]], "mulliken_charge": [-1.1922, -0.1037, -0.2371, -0.8451, -0.6705, -0.6253, -0.0045, -0.4619, 0.3237, 0.2754, 0.3245, 0.3444, 0.3232, 0.3477, 0.4525, 0.5106, 0.2436, 0.3338, 0.3349, 0.3260]}

---

# 3
{"formula": "C15H13BrN2O3S2", "method": "the ωB97M-V functional and the def2-TZVPD basis", "homo_lumo_gap_ev": 8.20, "lumo_energy_ev": -0.52, "homo_energy_ev": -8.72, "smiles": "CCOC(=O)c1oc2ccc(Br)cc2c1CSc1nnc(C)s1", "species": ["C", "C", "O", "C", "O", "C", "O", "C", "C", "C", "C", "Br", "C", "C", "C", "C", "S", "C", "N", "N", "C", "C", "S", "H", "H", "H", "H", "H", "H", "H", "H", "H", "H", "H", "H", "H"], "coordinates": [[3.8730, -4.2294, 0.7159], [2.8796, -3.4813, 1.5600], [2.5627, -2.4277, 0.7694], [1.7252, -1.6613, 1.7088], [1.4474, -1.8555, 2.9289], [1.1324, -0.5903, 0.8478], [1.7764, -0.2169, -0.1792], [1.0957, 0.8060, -0.8508], [1.2025, 1.4986, -1.9167], [0.6375, 2.6288, -2.4219], [-0.4184, 2.9377, -1.2885], [-1.5830, 4.6309, -1.7883], [-0.6718, 2.4289, 0.0744], [0.2160, 1.4223, 0.1741], [0.2380, 0.3555, 1.2615], [-0.5746, 0.4012, 2.4598], [-2.2160, -0.2976, 2.4548], [-2.8083, -0.0475, 0.5158], [-2.0089, -0.1518, -0.4318], [-2.2449, 0.3822, -1.6195], [-3.5938, 1.0106, -1.3806], [-4.0142, 1.7582, -2.4239], [-4.0282, 1.2207, 0.2715], [4.8264, -3.6523, 0.3328], [4.3431, -5.2141, 1.1239], [3.1653, -4.6051, -0.1358], [3.3084, -3.2294, 2.5014], [2.0944, -4.1914, 1.8501], [2.0939, 1.2053, -2.7450], [0.6829, 3.1447, -3.1386], [-1.2389, 2.9630, 0.7945], [-0.7847, 1.4677, 3.0512], [-0.2207, -0.1090, 3.4200], [-3.6173, 1.5196, -3.4375], [-4.1220, 2.7665, -2.4121], [-5.1550, 1.4122, -2.6462]], "atomic_forces_ev_per_a": [[1.39, -2.75, -1.97], [3.13, -4.03, 0.63], [-3.54, 3.11, 3.75], [-1.25, 0.08, 0.39], [1.69, 0.28, -5.45], [-1.63, 1.09, 5.47], [1.85, 0.49, -6.52], [-2.82, 0.28, 8.53], [7.28, 0.16, -10.12], [-6.55, -6.76, 17.23], [-0.32, 2.96, -1.52], [1.07, -1.67, 0.56], [2.27, 2.30, -5.88], [0.97, -6.17, 2.27], [0.59, 1.41, -1.08], [-1.02, 2.30, 4.79], [-2.02, -0.81, -3.46], [0.51, 1.56, 5.22], [2.56, -2.46, -0.83], [-6.35, 1.29, 2.33], [6.82, -1.18, 1.78], [-5.73, -1.39, -6.43], [0.35, -1.95, -1.65], [-2.32, -0.70, 0.61], [-1.14, 1.72, -0.14], [1.94, 0.69, 0.77], [0.44, 0.79, 0.73], [-0.52, 0.47, -0.51], [-2.02, -0.01, 2.32], [0.98, 6.91, -10.36], [-0.60, -0.06, 0.40], [1.06, -1.88, -2.48], [0.39, 0.09, -1.75], [0.53, -0.12, 1.06], [0.05, 3.15, 0.83], [1.95, 0.80, 0.50]], "mulliken_charge": [-1.1463, -0.1911, -0.2071, 0.2538, -0.6054, 0.9997, -0.4267, 0.1874, -0.3734, -1.3123, -0.2638, -0.2944, -0.4206, 0.6937, 0.2370, -1.0492, -0.1099, 0.1575, 0.1111, -0.5787, 0.6291, -1.2389, -0.0598, 0.2525, 0.3338, 0.2545, 0.3634, 0.3241, 0.1051, 1.0615, 0.6585, 0.3421, 0.3211, 0.3633, 0.3429, 0.2855]}